[1]
21
Properties=species:S:1:pos:R:3 method="wB97M-V/def2-TZVPD" spin_multiplicity=1 de_lowest_kcal_mol=136.4 homo_ev="-6.7143 / -6.7123" charge=0 gap_ev="7.3 / 7.3"
C 1.11279 0.99813 0.58439
C 2.49223 0.66245 0.10852
C -1.33012 1.35358 0.51308
C -1.50770 -0.72479 -1.57688
N 0.07504 -1.60626 0.56565
C -0.06987 0.74579 -0.04674
C -0.21025 -0.43186 -0.86843
O -0.31235 -2.10338 1.82905
H -1.24981 -2.32696 1.77605
H 1.09064 -1.55193 0.59386
H 1.10274 1.77446 1.34211
H 0.66754 -0.66424 -1.46827
H 2.98236 1.55933 -0.28124
H 2.50696 -0.10207 -0.66620
H 3.09979 0.30723 0.94334
H -1.10062 2.20591 1.15046
H -1.87164 0.60803 1.09861
H -1.98250 1.70502 -0.28719
H -2.35548 -0.68381 -0.89564
H -1.47051 -1.71603 -2.02755
H -1.66922 -0.00859 -2.38700

---

[2]
21
Properties=species:S:1:pos:R:3 method="wB97M-V/def2-TZVPD" spin_multiplicity=1 de_lowest_kcal_mol=48.3 smiles="C=C([C@@H](C)O)N(C)C" homo_ev=-7.7859 charge=0 gap_ev=8.6
C -1.98337 0.32293 0.25751
C -0.66942 0.03098 0.25749
C 0.28514 0.65714 1.27746
C 0.96084 1.91780 0.75890
O -0.37571 0.96542 2.50449
N -0.06278 -0.85198 -0.66991
C -0.39194 -0.76262 -2.10284
C 1.05784 -1.75526 -0.39249
H -2.39385 1.03694 0.96556
H -2.66625 -0.11804 -0.45904
H 1.06371 -0.16368 1.39164
H 1.65113 2.31442 1.51167
H 0.22446 2.70455 0.55264
H 1.53483 1.71937 -0.15188
H -0.87624 0.16922 2.75011
H -0.31974 -1.73939 -2.59422
H -1.40823 -0.41042 -2.29911
H 0.30429 -0.07640 -2.59599
H 1.05797 -2.61468 -1.07261
H 1.99745 -1.20820 -0.52136
H 1.00986 -2.13809 0.63199

---

[3]
21
Properties=species:S:1:pos:R:3 method="wB97M-V/def2-TZVPD" spin_multiplicity=1 de_lowest_kcal_mol=216.4 homo_ev=-7.5595 charge=0 gap_ev=3.6
C 1.33441 -0.89452 -0.76371
C 0.29792 -2.10441 -0.46111
N -0.19061 -2.12412 0.88348
C -1.28586 -1.18141 0.98680
C 0.42456 2.32682 0.73459
C 0.04896 0.97809 1.23738
C -1.01670 0.29853 0.70148
H 2.05296 -1.13631 -1.56000
H 1.65122 -0.77023 0.30524
H -0.45717 -1.93999 -1.20300
H 0.71960 -3.15159 -0.64704
H -1.50852 -1.17362 2.09033
H -2.13865 -1.58091 0.36617
H 0.32577 2.28812 -0.38474
H 1.39335 2.76428 1.10211
H -0.32898 3.08999 1.09846
H 0.65291 0.44307 1.98653
H -1.34052 0.60100 -0.40134
H -0.82606 1.76853 -2.87837
H 0.72354 -0.01811 -1.21013
O -0.53213 1.51681 -1.98314